(1)
{"formula": "C48H122N10O16", "method": "ωB97M-V/def2-TZVPD", "orbital_gap_ev": 8.6, "homo_energy_ev": -8.44, "total_charge": 0, "total_energy_ha": -3653.25091, "smiles": "C[C@H]1COC(=O)O1.C[C@H]1COC(=O)O1.COC[C@H](C)N.COC[C@H](C)N.COC[C@H](C)N.COC[C@H](C)N.COC[C@H](C)N.COC[C@H](C)N.COC[C@H](C)N.COC[C@H](C)N.COC[C@H](C)N.COC[C@H](C)N", "de_lowest_kcal_mol": 0.00, "max_force_ev_per_a": 2.59, "species": ["C", "C", "C", "O", "C", "N", "H", "H", "H", "H", "H", "H", "H", "H", "H", "H", "H", "C", "C", "C", "O", "C", "N", "H", "H", "H", "H", "H", "H", "H", "H", "H", "H", "H", "C", "C", "C", "O", "C", "N", "H", "H", "H", "H", "H", "H", "H", "H", "H", "H", "H", "C", "C", "C", "O", "C", "N", "H", "H", "H", "H", "H", "H", "H", "H", "H", "H", "H", "C", "C", "C", "O", "C", "N", "H", "H", "H", "H", "H", "H", "H", "H", "H", "H", "H", "C", "C", "C", "O", "C", "N", "H", "H", "H", "H", "H", "H", "H", "H", "H", "H", "H", "C", "C", "C", "O", "C", "N", "H", "H", "H", "H", "H", "H", "H", "H", "H", "H", "H", "C", "C", "C", "O", "C", "N", "H", "H", "H", "H", "H", "H", "H", "H", "H", "H", "H", "C", "C", "C", "O", "C", "N", "H", "H", "H", "H", "H", "H", "H", "H", "H", "H", "H", "C", "C", "C", "O", "C", "N", "H", "H", "H", "H", "H", "H", "H", "H", "H", "H", "H", "C", "C", "C", "O", "C", "O", "O", "H", "H", "H", "H", "H", "H", "C", "C", "C", "O", "C", "O", "O", "H", "H", "H", "H", "H", "H"], "coordinates": [[-0.716, 5.800, 19.550], [-0.914, 7.168, 20.181], [-2.318, 7.352, 20.808], [-3.390, 7.255, 19.876], [-3.538, 8.436, 19.072], [0.205, 7.544, 21.023], [-0.718, 4.872, 20.128], [0.232, 5.792, 18.999], [-1.447, 5.711, 18.741], [-0.966, 7.858, 19.328], [-2.295, 8.324, 21.324], [-2.490, 6.564, 21.540], [-4.345, 8.439, 18.333], [-2.650, 8.590, 18.449], [-3.710, 9.367, 19.634], [0.018, 8.419, 21.497], [0.450, 6.820, 21.688], [-5.590, 6.475, 28.341], [-5.991, 7.497, 27.206], [-7.499, 7.608, 26.860], [-7.872, 6.383, 26.213], [-9.301, 6.375, 25.986], [-5.451, 8.789, 27.562], [-4.510, 6.318, 28.375], [-6.054, 5.507, 28.148], [-5.982, 6.818, 29.303], [-5.489, 7.224, 26.270], [-7.696, 8.427, 26.150], [-8.117, 7.844, 27.747], [-9.604, 5.521, 25.390], [-9.710, 7.297, 25.557], [-9.738, 6.240, 26.981], [-5.969, 9.235, 28.316], [-5.609, 9.364, 26.733], [-4.457, 4.903, 23.977], [-4.996, 3.720, 24.732], [-4.305, 3.522, 26.096], [-4.859, 2.420, 26.864], [-4.446, 1.125, 26.421], [-6.419, 4.019, 24.906], [-5.133, 5.098, 23.146], [-3.466, 4.687, 23.585], [-4.379, 5.812, 24.590], [-4.876, 2.819, 24.121], [-4.489, 4.417, 26.698], [-3.207, 3.461, 26.034], [-4.593, 0.446, 27.266], [-3.391, 1.046, 26.152], [-5.057, 0.713, 25.610], [-6.741, 3.487, 25.713], [-6.544, 4.995, 25.182], [0.533, 9.977, 29.276], [0.469, 10.746, 27.936], [1.119, 9.990, 26.794], [2.427, 9.572, 26.960], [3.419, 10.600, 27.061], [-0.972, 10.945, 27.628], [1.565, 10.044, 29.626], [0.289, 8.928, 29.072], [-0.194, 10.317, 30.018], [0.995, 11.702, 28.098], [0.938, 10.474, 25.817], [0.493, 9.088, 26.716], [4.386, 10.196, 26.779], [3.447, 10.968, 28.091], [3.109, 11.452, 26.445], [-1.354, 11.723, 28.159], [-1.046, 11.202, 26.645], [3.729, 9.099, 23.094], [5.084, 8.428, 23.031], [5.120, 7.002, 23.659], [4.113, 6.123, 23.221], [4.261, 4.758, 23.789], [5.536, 8.360, 21.679], [3.432, 9.161, 24.151], [2.949, 8.551, 22.560], [3.681, 10.120, 22.697], [5.789, 9.065, 23.586], [5.053, 7.101, 24.753], [6.119, 6.611, 23.426], [3.437, 4.115, 23.500], [4.285, 4.886, 24.875], [5.209, 4.276, 23.525], [5.054, 7.617, 21.163], [5.267, 9.209, 21.191], [-0.353, 11.337, 19.189], [0.819, 11.029, 20.179], [0.437, 11.109, 21.696], [-0.388, 10.012, 22.012], [-0.475, 9.771, 23.386], [1.489, 9.778, 19.790], [-0.908, 12.257, 19.379], [-1.096, 10.529, 19.213], [-0.006, 11.274, 18.155], [1.618, 11.753, 19.994], [-0.135, 12.014, 21.942], [1.334, 11.146, 22.334], [0.508, 9.509, 23.803], [-1.280, 9.090, 23.646], [-0.808, 10.716, 23.850], [1.385, 9.642, 18.790], [1.021, 8.996, 20.229], [-4.488, 11.617, 25.213], [-5.563, 11.090, 24.208], [-5.288, 9.622, 23.811], [-6.258, 9.267, 22.820], [-6.381, 7.856, 22.565], [-6.745, 11.082, 24.996], [-4.798, 12.604, 25.565], [-3.497, 11.744, 24.765], [-4.479, 10.957, 26.084], [-5.652, 11.795, 23.369], [-5.547, 9.053, 24.710], [-4.238, 9.441, 23.521], [-5.422, 7.457, 22.218], [-7.114, 7.663, 21.782], [-6.718, 7.321, 23.464], [-7.620, 10.897, 24.534], [-6.883, 11.851, 25.630], [-0.659, 5.120, 23.546], [0.118, 6.011, 24.531], [-0.850, 6.428, 25.656], [-1.697, 7.517, 25.271], [-2.501, 8.013, 26.338], [1.124, 5.154, 25.099], [-0.093, 4.721, 22.699], [-1.486, 5.720, 23.157], [-1.124, 4.286, 24.083], [0.533, 6.913, 24.052], [-0.219, 6.798, 26.479], [-1.441, 5.613, 26.111], [-3.110, 7.232, 26.813], [-3.185, 8.776, 25.971], [-1.866, 8.449, 27.119], [1.913, 5.186, 24.454], [1.499, 5.669, 25.904], [2.060, 4.646, 28.674], [1.838, 6.130, 28.455], [2.274, 7.065, 29.603], [3.451, 6.529, 30.192], [4.161, 7.377, 31.043], [2.428, 6.518, 27.214], [3.107, 4.338, 28.705], [1.641, 4.055, 27.854], [1.601, 4.298, 29.600], [0.756, 6.237, 28.304], [1.450, 7.129, 30.331], [2.468, 8.072, 29.215], [4.857, 6.810, 31.663], [3.473, 7.867, 31.746], [4.749, 8.096, 30.451], [2.323, 7.534, 27.150], [3.437, 6.385, 27.310], [4.861, 4.186, 20.043], [3.551, 5.015, 19.913], [2.441, 4.186, 20.571], [2.371, 2.945, 19.876], [1.541, 1.970, 20.519], [3.803, 6.267, 20.594], [5.228, 4.172, 21.076], [5.632, 4.543, 19.362], [4.704, 3.149, 19.746], [3.372, 5.266, 18.867], [1.433, 4.606, 20.525], [2.777, 3.983, 21.598], [0.477, 2.225, 20.460], [1.794, 1.826, 21.577], [1.703, 1.028, 20.003], [3.922, 6.068, 21.578], [2.969, 6.862, 20.568], [-0.820, 1.453, 27.318], [-0.314, 1.953, 25.989], [0.885, 1.198, 25.376], [0.515, 1.174, 24.022], [-0.773, 1.471, 23.842], [-1.323, 1.459, 22.771], [-1.335, 1.847, 25.012], [-0.126, 1.518, 28.156], [-1.252, 0.450, 27.327], [-1.671, 2.077, 27.609], [-0.130, 3.032, 26.019], [1.080, 0.181, 25.721], [1.698, 1.906, 25.542], [-1.632, 8.148, 31.397], [-2.613, 9.033, 30.660], [-4.133, 8.574, 30.658], [-4.802, 9.608, 31.313], [-3.962, 10.568, 31.767], [-4.250, 11.565, 32.388], [-2.692, 10.253, 31.355], [-0.614, 8.537, 31.353], [-1.610, 7.147, 30.953], [-1.809, 7.991, 32.463], [-2.167, 9.274, 29.688], [-4.238, 7.573, 31.082], [-4.487, 8.529, 29.634]]}

(2)
{"formula": "C47H108N9O18", "method": "ωB97M-V/def2-TZVPD", "orbital_gap_ev": 7.5, "homo_energy_ev": -15.81, "total_charge": 5, "total_energy_ha": -3701.07712, "max_force_ev_per_a": 3.57, "species": ["C", "C", "O", "N", "H", "H", "C", "H", "H", "H", "H", "H", "H", "C", "C", "O", "N", "H", "H", "C", "H", "H", "H", "H", "H", "H", "C", "C", "O", "N", "H", "H", "C", "H", "H", "H", "H", "H", "H", "C", "C", "O", "N", "H", "H", "C", "H", "H", "H", "H", "H", "H", "C", "C", "O", "N", "H", "H", "C", "H", "H", "H", "H", "H", "H", "C", "C", "O", "N", "H", "H", "C", "H", "H", "H", "H", "H", "H", "C", "C", "C", "N", "C", "C", "C", "C", "C", "C", "H", "H", "H", "H", "H", "H", "H", "H", "H", "H", "H", "H", "H", "H", "H", "H", "H", "H", "H", "H", "C", "C", "C", "N", "C", "C", "C", "C", "C", "H", "H", "H", "H", "H", "H", "H", "H", "H", "H", "H", "H", "H", "H", "H", "H", "H", "H", "C", "C", "C", "N", "C", "C", "C", "C", "C", "H", "H", "H", "H", "H", "H", "H", "H", "H", "H", "H", "H", "H", "H", "H", "H", "H", "H", "O", "C", "O", "O", "H", "O", "C", "O", "O", "H", "O", "C", "O", "O", "H", "O", "C", "O", "O", "H"], "coordinates": [[-4.321, -3.457, 0.287], [-5.106, -3.517, -0.951], [-5.590, -2.711, -1.626], [-5.526, -4.968, -1.319], [-4.656, -5.453, -1.469], [-5.935, -5.440, -0.537], [-6.390, -5.043, -2.584], [-3.291, -3.722, 0.035], [-4.651, -4.213, 1.008], [-4.310, -2.415, 0.638], [-6.689, -6.068, -2.814], [-5.744, -4.583, -3.294], [-7.345, -4.522, -2.470], [-3.327, -3.677, 5.182], [-3.297, -2.234, 4.971], [-2.332, -1.545, 4.828], [-4.576, -1.514, 4.926], [-4.358, -0.636, 5.392], [-4.595, -1.179, 3.912], [-5.878, -2.072, 5.282], [-4.351, -4.006, 4.984], [-2.966, -3.849, 6.190], [-2.553, -4.202, 4.597], [-6.442, -1.324, 5.799], [-5.824, -2.928, 5.981], [-6.328, -2.430, 4.357], [0.970, -2.188, 1.177], [-0.347, -1.501, 0.979], [-1.457, -1.938, 0.670], [-0.212, -0.025, 1.137], [-1.133, 0.396, 1.416], [0.589, 0.224, 1.681], [0.153, 0.399, -0.317], [1.533, -1.922, 0.246], [1.070, -3.256, 1.342], [1.659, -1.658, 1.824], [-0.411, 1.212, -0.737], [0.092, -0.449, -1.013], [1.104, 0.880, -0.185], [5.937, -9.220, 2.177], [4.668, -8.588, 2.466], [4.071, -7.875, 1.749], [4.108, -8.851, 3.898], [3.345, -9.531, 3.892], [4.840, -9.104, 4.537], [3.526, -7.533, 4.568], [6.733, -8.466, 2.295], [5.972, -9.550, 1.175], [6.119, -10.157, 2.699], [2.704, -7.125, 4.017], [4.328, -6.810, 4.678], [3.165, -7.833, 5.588], [7.885, 0.156, -3.308], [6.648, -0.485, -2.743], [6.436, -1.628, -2.401], [5.546, 0.500, -2.423], [4.998, 0.814, -3.276], [4.795, 0.053, -1.879], [5.866, 1.712, -1.613], [8.647, 0.115, -2.480], [7.731, 1.137, -3.672], [8.285, -0.491, -4.120], [6.208, 2.476, -2.269], [6.643, 1.398, -0.921], [4.948, 2.056, -1.127], [3.032, 5.224, -1.394], [4.153, 5.984, -0.654], [4.302, 6.231, 0.463], [5.201, 6.786, -1.551], [4.975, 7.809, -1.523], [6.043, 6.815, -0.981], [5.463, 6.551, -3.030], [3.002, 5.386, -2.474], [2.103, 5.513, -0.899], [3.214, 4.162, -1.204], [4.560, 6.742, -3.604], [5.807, 5.540, -3.085], [6.263, 7.247, -3.322], [-2.050, 2.650, -3.211], [-3.474, 3.208, -3.297], [-3.403, 4.703, -2.872], [-4.686, 5.421, -2.882], [-5.802, 4.720, -2.105], [-7.058, 5.585, -1.946], [-6.743, 6.895, -1.257], [-5.700, 7.590, -2.060], [-4.488, 6.734, -2.174], [-5.072, 5.536, -4.341], [-1.590, 2.827, -2.231], [-1.345, 3.016, -3.970], [-2.169, 1.568, -3.310], [-4.110, 2.555, -2.650], [-3.906, 3.132, -4.288], [-2.751, 5.235, -3.588], [-3.017, 4.743, -1.862], [-5.349, 4.420, -1.179], [-6.077, 3.864, -2.740], [-7.764, 4.984, -1.431], [-7.554, 5.698, -2.925], [-6.449, 6.727, -0.214], [-7.664, 7.465, -1.298], [-5.385, 8.507, -1.579], [-6.062, 7.900, -3.045], [-4.097, 6.465, -1.168], [-3.757, 7.338, -2.740], [-6.075, 5.896, -4.432], [-4.900, 4.561, -4.745], [-4.453, 6.312, -4.850], [1.770, -5.004, -2.945], [1.129, -3.761, -3.495], [0.767, -3.901, -4.976], [0.512, -2.596, -5.742], [1.805, -2.142, -6.272], [-0.188, -1.559, -4.960], [-0.835, -0.670, -6.005], [-0.794, -1.417, -7.318], [-0.498, -2.864, -6.892], [2.055, -4.854, -1.902], [2.635, -5.367, -3.509], [1.092, -5.862, -3.023], [1.759, -2.898, -3.310], [0.166, -3.482, -2.974], [-0.040, -4.572, -5.120], [1.553, -4.469, -5.522], [1.753, -1.105, -6.533], [2.035, -2.759, -7.116], [2.570, -2.262, -5.519], [0.473, -1.022, -4.282], [-0.940, -2.152, -4.448], [-0.377, 0.303, -6.044], [-1.881, -0.414, -5.820], [0.001, -1.004, -7.933], [-1.649, -1.377, -7.950], [-0.064, -3.475, -7.693], [-1.292, -3.374, -6.357], [4.074, 3.305, 5.557], [2.537, 3.262, 5.656], [2.026, 1.845, 5.514], [0.569, 1.653, 5.795], [-0.210, 2.792, 5.207], [0.330, 1.508, 7.204], [0.806, 0.092, 7.583], [0.700, -0.662, 6.263], [0.129, 0.341, 5.263], [4.574, 2.752, 6.349], [4.246, 4.371, 5.619], [4.508, 2.920, 4.613], [2.087, 3.920, 4.943], [2.276, 3.708, 6.620], [2.517, 1.116, 6.138], [2.171, 1.597, 4.448], [0.037, 2.826, 4.162], [0.070, 3.732, 5.676], [-1.260, 2.607, 5.348], [-0.701, 1.424, 7.387], [0.765, 2.296, 7.797], [0.263, -0.374, 8.390], [1.825, 0.117, 7.980], [0.239, -1.629, 6.277], [1.739, -0.900, 5.942], [-0.928, 0.255, 5.209], [0.548, 0.262, 4.295], [4.053, 2.215, -3.662], [2.888, 1.339, -3.484], [1.893, 1.863, -4.035], [3.094, 0.275, -2.872], [3.849, 2.706, -4.452], [4.299, 1.660, 1.695], [3.055, 1.690, 1.130], [2.139, 1.281, 1.827], [2.950, 2.273, 0.033], [4.321, 1.026, 2.454], [-3.961, -0.101, 0.338], [-3.786, 0.039, 1.708], [-2.820, 0.704, 2.152], [-4.703, -0.529, 2.325], [-3.420, 0.553, -0.085], [-0.365, -4.775, 5.020], [-0.033, -4.646, 3.585], [0.982, -5.246, 3.251], [-0.789, -3.863, 2.874], [0.356, -5.426, 5.240]]}